# C8H6BrClO2

A cluster of 2 separate species, C8H6BrClO2 in total (ωB97M-V with the def2-TZVPD basis set, the Open Molecules 2025 dataset).

Atoms and positions in Å:
C  -1.96196  -1.53796  0.09833
C  -1.32333  -1.36632  1.29523
C  -1.91396  -0.48402  -0.90547
C  -0.44253  -0.22716  1.45885
C  -1.23114  0.64054  -0.62732
C  -0.44596  0.75777  0.55303
C  0.16206  1.99958  0.58292
C  2.27639  0.45628  -0.62617
O  0.73705  3.00240  0.48648
O  3.45568  0.96407  -0.42096
Cl  1.82016  0.34367  -2.31265
Br  1.99393  -1.57131  0.17223
H  -2.55444  -2.43052  -0.15246
H  -1.06607  -2.22489  1.97643
H  -2.55429  -0.41992  -1.77103
H  -0.12311  -0.01190  2.52844
H  -1.03372  1.42523  -1.32801
H  4.20524  0.68448  -1.00788

Values from the calculation:
Net charge: 0
Kohn-Sham gap (spin up / spin down) in eV: 5.2 / 6.9
Electronic energy in eV: -95048.26935
E_HOMO (spin up / spin down) in eV: -6.59 / -7.63


# C5H4O

The molecule C5H4O (ωB97M-V with the def2-TZVPD basis set, the Open Molecules 2025 dataset).

Atoms and positions in Å:
O  -0.07457  2.97568  1.49672
C  0.02706  1.84695  1.21566
C  0.02589  0.56916  1.03627
C  -0.20639  0.01016  -0.39290
C  0.62496  -1.13342  -0.87102
C  -0.67226  -1.38264  -0.85401
H  0.44234  -0.19257  1.59056
H  -0.31222  0.72361  -1.27094
H  1.58011  -1.34736  -1.18837
H  -1.43490  -2.06957  -0.76196

Values from the calculation:
Net charge: 0
Kohn-Sham gap in eV: 9.6
Electronic energy in eV: -7292.80626
E_HOMO in eV: -8.67


# C8H10N2O2

The molecule C8H10N2O2 (ωB97M-V with the def2-TZVPD basis set, the Open Molecules 2025 dataset).

Atoms and positions in Å:
H  -1.07219  -2.47916  0.85387
N  -0.28847  -1.85175  1.01158
C  -0.24365  -0.84004  0.28228
C  0.80627  0.13052  0.36897
C  0.61018  0.95150  1.62224
C  1.72731  0.16445  -0.59314
C  3.02870  0.93008  -0.57880
C  -1.37590  -0.51745  -0.76581
C  -2.53702  -1.40190  -0.48272
C  -3.31653  -2.26980  -0.21294
N  -1.79372  0.91089  -0.77700
O  -1.13848  1.69383  -1.44703
O  -2.83939  1.09419  -0.18914
H  1.47545  1.55275  1.54244
H  -0.28577  1.69816  1.61447
H  0.65439  0.42130  2.55692
H  1.59968  -0.30876  -1.56432
H  3.21236  1.82243  -1.22337
H  3.93766  0.28579  -0.81741
H  3.15090  1.38884  0.49545
H  -1.03427  -0.70683  -1.75326
H  -4.27752  -2.66906  0.05671

Values from the calculation:
Net charge: 0
Kohn-Sham gap in eV: 9.5
Electronic energy in eV: -15526.44192
E_HOMO in eV: -9.54


# C25H41IN5OSSi3Yb

A structure of composition C25H41IN5OSSi3Yb (ωB97M-V with the def2-TZVPD basis set, the Open Molecules 2025 dataset).

Atoms and positions in Å:
Yb  -0.07784  0.26449  -0.09018
C  -5.49844  2.82489  -1.08518
N  -5.34844  1.43869  -0.74348
C  -6.37914  0.61279  -0.39208
C  -5.88714  -0.62691  -0.21078
N  -4.51824  -0.57461  -0.44548
C  -4.19964  0.73219  -0.75988
S  -2.72114  1.44469  -1.10558
C  -3.63984  -1.64851  -0.48858
C  -4.16374  -2.99541  -0.27428
C  -3.39604  -4.08231  -0.40748
C  -1.97074  -3.98921  -0.80848
C  -1.50544  -2.52051  -0.78838
N  -2.39834  -1.40091  -0.73498
H  -6.54024  3.01449  -1.33298
H  -4.87174  3.05509  -1.94398
H  -5.21134  3.47089  -0.25348
H  -7.38144  0.97419  -0.29698
H  -6.40654  -1.51661  0.06982
H  -5.20404  -3.11031  -0.02708
H  -3.80164  -5.07151  -0.25868
H  -1.80724  -4.53611  -1.73888
H  -0.75984  -2.32791  -1.57438
C  1.52026  1.80049  -2.41048
Si  2.79206  1.77099  -0.94058
C  2.52106  3.45589  -0.05888
C  4.54896  1.65569  -1.65358
C  2.31386  0.25529  0.13062
Si  2.68286  0.33419  2.01052
C  4.21026  1.37429  2.43952
C  1.08016  1.08259  2.80642
C  2.86836  -1.32981  2.92882
Si  2.80956  -1.41411  -0.59088
C  4.50846  -2.25191  -0.45648
C  2.11696  -1.54991  -2.38888
C  1.45796  -2.62171  0.10022
C  1.46306  -4.02801  -0.26218
C  0.37906  -4.80731  -0.20208
C  -0.92314  -4.28911  0.30002
C  -0.83124  -2.77381  0.57922
N  0.41026  -2.04691  0.59042
H  1.53946  2.76539  -2.91058
H  0.47136  1.62829  -2.07538
H  1.76466  1.06339  -3.16728
H  3.44196  4.02759  -0.06818
H  2.21996  3.34659  0.97772
H  1.77466  4.05949  -0.56448
H  4.73166  2.42059  -2.40208
H  4.72936  0.69019  -2.11608
H  5.28986  1.77979  -0.87018
H  4.28566  2.27849  1.85052
H  5.10996  0.79769  2.26102
H  4.21896  1.65659  3.48532
H  0.91966  2.10919  2.48732
H  1.17106  1.10319  3.88772
H  0.18016  0.47629  2.57472
H  3.78096  -1.84091  2.65112
H  2.04366  -2.01511  2.76282
H  2.92716  -1.14851  3.99752
H  5.26266  -1.71571  -1.02348
H  4.49386  -3.27001  -0.83778
H  4.84996  -2.30121  0.57212
H  2.75156  -1.03591  -3.10278
H  1.10576  -1.12061  -2.45428
H  2.05866  -2.58271  -2.71668
H  2.39826  -4.42921  -0.61468
H  0.41436  -5.84321  -0.50338
H  -1.28524  -4.90881  1.12162
H  -1.46084  -2.47571  1.42692
N  -1.91584  3.41019  2.01382
C  -1.20044  3.42639  0.89802
O  -0.53564  2.43909  0.53782
C  -1.16594  4.68819  0.08192
I  -2.93624  5.91199  0.22522
H  -1.92604  2.57879  2.58812
H  -2.40464  4.23229  2.34672
H  -1.01484  4.44409  -0.96648
H  -0.32994  5.30549  0.41522

Values from the calculation:
Net charge: +2
Kohn-Sham gap (spin up / spin down) in eV: 7.7 / 6.5
Electronic energy in eV: -110176.67851
E_HOMO (spin up / spin down) in eV: -13.43 / -13.42
Expectation value of S²: 0.75
Multiplicity: 2


# C37H34NO26S2

A structure of composition C37H34NO26S2 (ωB97M-V with the def2-TZVPD basis set, the Open Molecules 2025 dataset).

Atoms and positions in Å:
C  4.04784  -2.82897  1.40458
C  3.24767  -1.75299  2.12836
C  3.26310  -0.41341  1.38051
S  1.80181  -0.22046  0.37325
O  2.09772  0.75810  -0.64938
O  1.44434  -1.53795  -0.14920
N  0.77520  0.26928  1.51152
S  -0.75074  0.37151  1.06718
O  -0.97076  0.76488  -0.30677
O  -1.44212  1.18670  2.04635
C  -1.48052  -1.26461  1.26778
C  -0.81431  -2.14494  2.33603
O  -0.87112  -3.54272  1.98121
C  0.20458  -4.02504  1.27898
C  0.02827  -4.19914  -0.20098
O  1.20484  -4.35884  1.85478
H  5.06113  -2.46426  1.20985
H  4.12446  -3.72829  2.01231
H  3.58269  -3.04793  0.44456
H  3.66230  -1.57917  3.11881
H  2.21695  -2.06360  2.27312
H  4.14118  -0.26483  0.75411
H  3.23117  0.40126  2.10103
H  -1.48001  -1.79387  0.32479
H  -2.51756  -1.11671  1.56298
H  0.20480  -1.84122  2.56251
H  -1.38418  -2.06220  3.26043
H  -0.46248  -3.33984  -0.64952
H  1.01426  -4.31927  -0.63970
H  -0.55636  -5.10077  -0.39955
C  4.17008  -6.81655  2.28627
C  4.14801  -7.93999  3.01514
C  4.83621  -9.20628  2.56802
O  4.77101  -10.16918  3.31347
C  5.52431  -9.21190  1.29254
C  5.54551  -8.09041  0.55971
C  4.87935  -6.81411  1.01993
O  4.97642  -5.85157  0.28467
O  6.14496  -7.98972  -0.61812
O  3.52771  -8.04583  4.18550
H  3.67294  -5.90694  2.59578
H  6.00069  -10.12801  0.97332
H  5.99746  -7.06618  -0.90888
H  3.67736  -8.96291  4.48516
C  -1.97810  5.36191  -4.40666
C  -1.77391  5.65999  -3.12079
C  -1.25562  4.64854  -2.12811
O  -1.09252  5.05315  -0.99208
C  -0.99798  3.29418  -2.58036
C  -1.21010  2.99612  -3.87064
C  -1.69924  4.01340  -4.86773
O  -1.84416  3.65305  -6.02319
O  -1.01691  1.78681  -4.39080
O  -2.01174  6.86355  -2.59656
H  -2.34763  6.08080  -5.12482
H  -0.64752  2.56689  -1.85223
H  -1.24857  1.85899  -5.33607
H  -1.76322  6.77810  -1.65148
C  5.54173  0.67413  7.56303
C  4.79474  0.58667  6.45098
C  5.39711  0.24928  5.10687
O  4.63221  0.17730  4.16614
C  6.83011  0.03490  5.01916
C  7.57033  0.12589  6.13060
C  6.96653  0.44175  7.47749
O  7.73152  0.48482  8.42707
O  8.88714  -0.05166  6.15701
O  3.48793  0.78260  6.43242
H  5.12096  0.91307  8.52928
H  7.25248  -0.19337  4.05076
H  9.15002  0.06988  7.09055
H  3.19460  0.65614  5.50676
C  -6.73583  5.87084  -4.49954
C  -5.82834  6.63833  -3.87423
C  -5.84731  8.14684  -3.97679
O  -4.99790  8.75937  -3.35937
C  -6.86718  8.77340  -4.79870
C  -7.76663  8.00342  -5.42329
C  -7.76226  6.49834  -5.30167
O  -8.63869  5.89899  -5.90073
O  -8.73591  8.47938  -6.19592
O  -4.85594  6.14771  -3.12699
H  -6.73175  4.79221  -4.42856
H  -6.86533  9.85121  -4.87831
H  -9.23124  7.69527  -6.50706
H  -4.33117  6.90688  -2.79711
C  -6.41723  -0.41995  -2.03425
C  -5.35954  -0.92817  -1.38456
C  -3.94574  -0.57430  -1.77055
O  -3.03789  -1.05099  -1.12568
C  -3.72820  0.32784  -2.88530
C  -4.78284  0.83413  -3.53055
C  -6.19778  0.49827  -3.13698
O  -7.09481  1.02368  -3.77699
O  -4.68479  1.67285  -4.56417
O  -5.45032  -1.76941  -0.36426
H  -7.43657  -0.66225  -1.76896
H  -2.70463  0.56176  -3.14649
H  -5.60227  1.87388  -4.82916
H  -4.52838  -1.95753  -0.09288

Values from the calculation:
Net charge: -1
Kohn-Sham gap in eV: 6.1
Electronic energy in eV: -115315.35955
E_HOMO in eV: -6.15


# C19H22ClNO2

The molecule C19H22ClNO2 (ωB97M-V with the def2-TZVPD basis set, the Open Molecules 2025 dataset).

Atoms and positions in Å:
C  2.15305  -5.58131  -1.62980
C  2.11723  -4.20228  -0.99013
O  1.07693  -3.45901  -1.59767
C  1.08510  -2.08671  -1.31210
C  0.61096  -1.75476  0.11504
N  0.52530  -0.32125  0.31025
C  1.62293  0.35227  0.73152
O  2.65633  -0.19528  1.05725
C  1.42760  1.83971  0.81942
C  0.65461  2.39772  1.82877
C  0.51463  3.77017  1.92748
C  1.14909  4.59890  1.01719
C  1.92690  4.05979  0.00808
C  2.06440  2.68461  -0.08174
Cl  3.01918  2.00280  -1.35055
C  -0.63393  0.35229  -0.16858
C  -0.56707  1.03792  -1.37455
C  -1.68451  1.68929  -1.85759
C  -2.86732  1.64191  -1.14272
C  -2.94884  0.96008  0.06292
C  -4.24106  0.92709  0.82031
C  -1.81768  0.31222  0.56850
C  -1.88166  -0.39931  1.88643
H  1.19746  -6.07790  -1.48700
H  2.33822  -5.49072  -2.69643
H  2.93938  -6.17968  -1.17839
H  3.07690  -3.68534  -1.13785
H  1.94353  -4.29623  0.09143
H  0.39631  -1.63555  -2.03316
H  2.08938  -1.66212  -1.46002
H  1.32809  -2.14024  0.84408
H  -0.36973  -2.20481  0.28225
H  0.16889  1.74827  2.54088
H  -0.08872  4.19354  2.71593
H  1.04072  5.67026  1.09151
H  2.42565  4.69529  -0.70655
H  0.36170  1.05588  -1.92357
H  -1.63536  2.22553  -2.79281
H  -3.74369  2.14383  -1.52621
H  -5.02934  1.41587  0.25425
H  -4.54335  -0.09917  1.02314
H  -4.13842  1.43833  1.77731
H  -2.50187  -1.29276  1.80983
H  -0.89086  -0.69416  2.22077
H  -2.32707  0.24501  2.64287

Values from the calculation:
Net charge: 0
Kohn-Sham gap in eV: 9.6
Electronic energy in eV: -38168.13217
E_HOMO in eV: -8.91


One value per record, in order, for molecular weight: 249.5, 80.1, 166.2, 843.9, 972.8, 331.8 g/mol.
One value per record, in order, for energy above the lowest of the compared OMol25 structures with the same formula, charge and spin: 3.848, 2.902, 7.567, 3.428, 0.000, 0.520 eV.